Version i
The following is a DFT calculation (ωB97M-V/def2-TZVPD) of the molecule C5H11NO2.

Summary:
LUMO ... 0.7 eV
SMILES ... C[C@H](CO)N(C)C=O
HOMO-LUMO gap ... 9.8482 eV
Net charge ... 0
HOMO energy ... -9.15 eV

Atoms and positions in Å:
C  1.8578  0.1028  -0.6583
N  0.5101  0.1501  -0.5297
C  -0.2176  -0.1197  -1.8508
C  0.3580  0.8245  1.8195
C  -0.3475  0.3707  0.5354
C  -1.4257  -0.8210  0.6655
O  -2.5268  -0.2817  1.4027
O  2.3443  -0.3012  -1.6366
H  2.5492  0.5696  0.0097
H  -1.2301  -0.3994  -1.6849
H  0.2606  -1.0887  -2.1290
H  -0.0848  0.6938  -2.5579
H  -0.2272  0.6243  2.8158
H  0.5815  1.7996  1.8908
H  1.3431  0.3008  1.9254
H  -1.0584  1.2941  0.2770
H  -1.6330  -1.2699  -0.1929
H  -1.0102  -1.6195  1.1951
H  -2.9528  0.5649  0.9628

Partial charges, Mulliken, in e: atom 1 (C): -0.076, atom 2 (N): 0.081, atom 3 (C): -1.122, atom 4 (C): -1.523, atom 5 (C): 0.684, atom 6 (C): -0.908, atom 7 (O): -0.523, atom 8 (O): -0.503, atom 9 (H): 0.380, atom 10 (H): 0.379, atom 11 (H): 0.391, atom 12 (H): 0.294, atom 13 (H): 0.286, atom 14 (H): 0.434, atom 15 (H): 0.352, atom 16 (H): 0.116, atom 17 (H): 0.494, atom 18 (H): 0.411, atom 19 (H): 0.355


Version ii
The following is a DFT calculation (ωB97M-V/def2-TZVPD) of a cluster of 2 separate species, C5H11NO2 in total.

Summary:
LUMO ... 0.5 eV
SMILES ... O=C[C@@H]1CCCN1.O
HOMO-LUMO gap ... 10.0074 eV
Net charge ... 0
HOMO energy ... -9.46 eV

Atoms and positions in Å:
N  -0.3435  -2.0172  0.2877
C  1.1138  -1.7937  0.5619
C  1.2774  -0.2906  0.8444
C  -0.0439  0.4119  0.5265
C  -0.9003  -0.6307  -0.1874
C  -0.8852  -0.5565  -1.7032
O  -1.1004  0.5139  -2.2534
H  -1.0017  -2.1933  1.0561
H  1.5956  -2.4317  1.5041
H  1.4515  -2.2655  -0.3311
H  2.1074  0.1151  0.3415
H  1.6189  -0.1899  1.8433
H  0.2065  1.2067  -0.1524
H  -0.4937  0.7609  1.4634
H  -2.0227  -0.4716  -0.0157
H  -0.8934  -1.5100  -2.3734
H  -1.1306  3.9243  -0.0152
H  0.0646  3.4034  -0.6435
O  -0.6203  4.0144  -0.7535

Partial charges, Mulliken, in e: atom 1 (N): -0.592, atom 2 (C): -0.476, atom 3 (C): -0.672, atom 4 (C): -0.288, atom 5 (C): 0.237, atom 6 (C): -0.249, atom 7 (O): -0.465, atom 8 (H): 0.269, atom 9 (H): 0.228, atom 10 (H): 0.312, atom 11 (H): 0.325, atom 12 (H): 0.351, atom 13 (H): -0.099, atom 14 (H): 0.439, atom 15 (H): 0.349, atom 16 (H): 0.325, atom 17 (H): 0.291, atom 18 (H): 0.311, atom 19 (O): -0.595


Version iii
The following is a DFT calculation (ωB97M-V/def2-TZVPD) of a cluster of 2 separate species, C5H11NO2 in total.

Summary:
LUMO ... 0.6 eV
SMILES ... O=CN1CCCC1.O
HOMO-LUMO gap ... 9.7881 eV
Net charge ... 0
HOMO energy ... -9.21 eV

Atoms and positions in Å:
C  -0.4783  -1.2679  -0.6402
N  -0.4993  0.0147  -0.1696
C  -1.3130  0.2473  1.0977
C  -0.4946  1.2329  1.9604
C  0.8883  1.2904  1.4050
C  0.8576  0.6356  -0.0067
O  -1.3805  -2.0640  -0.4048
H  0.2747  -1.6966  -1.3028
H  -2.2104  0.7749  0.7822
H  -1.3623  -0.7718  1.5267
H  -0.4243  1.0684  3.0483
H  -1.0200  2.1901  1.9404
H  1.6535  0.8320  2.0634
H  1.2157  2.3169  1.2443
H  1.5790  -0.1282  -0.2887
H  0.9874  1.4980  -0.6920
H  0.9551  0.0513  -3.0508
H  2.5599  0.0759  -2.5858
O  1.6721  -0.3117  -2.5306

Partial charges, Mulliken, in e: atom 1 (C): -0.009, atom 2 (N): -0.042, atom 3 (C): -0.582, atom 4 (C): -0.456, atom 5 (C): -0.449, atom 6 (C): -0.419, atom 7 (O): -0.582, atom 8 (H): 0.396, atom 9 (H): 0.274, atom 10 (H): 0.300, atom 11 (H): 0.293, atom 12 (H): 0.253, atom 13 (H): 0.307, atom 14 (H): 0.246, atom 15 (H): 0.323, atom 16 (H): 0.144, atom 17 (H): 0.322, atom 18 (H): 0.301, atom 19 (O): -0.621


Stability summary - winner: version iii; margin: 1.094 eV.


Version i
The following is a DFT calculation (ωB97M-V/def2-TZVPD) of a cluster of 2 separate species, C5H11NO2 in total.

Summary:
LUMO ... 0.8 eV
SMILES ... N/C=C/CCC=O.O
HOMO-LUMO gap ... 9.1232 eV
Net charge ... 0
HOMO energy ... -8.35 eV

Atoms and positions in Å:
O  -2.7305  -2.1015  -0.3490
C  -1.8234  -1.3885  -0.6930
C  -1.3893  -0.2132  0.1859
C  -0.8927  1.0670  -0.4446
C  0.5983  1.1187  -0.5293
C  1.2395  1.2290  -1.6982
N  2.5279  1.8601  -1.8206
H  -1.1749  -1.6128  -1.5488
H  -0.6830  -0.7460  0.8487
H  -2.2423  -0.0788  0.8623
H  -1.1205  2.0175  0.0632
H  -1.3161  1.1940  -1.4476
H  1.1427  1.1233  0.4025
H  0.7573  1.0757  -2.6574
H  2.9707  1.4761  -2.6481
H  3.1594  1.5638  -1.0807
H  1.4786  -0.7819  4.8526
H  2.2148  -1.9714  4.2890
O  1.5808  -1.2908  4.0413

Partial charges, Mulliken, in e: atom 1 (O): -0.482, atom 2 (C): 0.002, atom 3 (C): -0.525, atom 4 (C): -0.640, atom 5 (C): -0.478, atom 6 (C): 0.005, atom 7 (N): -0.581, atom 8 (H): 0.359, atom 9 (H): 0.308, atom 10 (H): 0.319, atom 11 (H): 0.298, atom 12 (H): 0.339, atom 13 (H): 0.269, atom 14 (H): 0.295, atom 15 (H): 0.251, atom 16 (H): 0.257, atom 17 (H): 0.316, atom 18 (H): 0.317, atom 19 (O): -0.629


Version ii
The following is a DFT calculation (ωB97M-V/def2-TZVPD) of the molecule C5H11NO2.

Summary:
LUMO ... 0.8 eV
SMILES ... N[C@H](C=O)CCCO
HOMO-LUMO gap ... 10.3445 eV
Net charge ... 0
HOMO energy ... -9.57 eV

Atoms and positions in Å:
O  -0.9817  -2.2772  -1.2902
C  -1.4130  -1.3475  -0.6695
C  -0.9577  -0.9164  0.6581
C  0.2002  0.1198  0.6401
C  -0.1129  1.4227  -0.3308
C  1.2307  2.0711  -0.8907
O  2.1848  2.4788  0.0426
N  -0.4790  -1.9106  1.6038
H  -1.9090  -0.6129  -1.1960
H  -1.8922  -0.4090  1.1723
H  0.3074  0.6485  1.4718
H  1.1433  -0.4199  0.4668
H  -0.5789  1.0999  -1.2760
H  -0.8504  1.9873  0.3346
H  1.1493  3.0592  -1.2063
H  1.6726  1.4050  -1.6817
H  2.2079  2.0036  0.9050
H  -1.1695  -2.3649  2.1251
H  -0.0361  -2.7329  1.1961

Partial charges, Mulliken, in e: atom 1 (O): -0.514, atom 2 (C): -0.416, atom 3 (C): 0.463, atom 4 (C): -1.136, atom 5 (C): -0.359, atom 6 (C): -0.525, atom 7 (O): -0.528, atom 8 (N): -0.637, atom 9 (H): 0.548, atom 10 (H): 0.274, atom 11 (H): 0.560, atom 12 (H): 0.310, atom 13 (H): 0.259, atom 14 (H): 0.307, atom 15 (H): 0.382, atom 16 (H): 0.232, atom 17 (H): 0.304, atom 18 (H): 0.233, atom 19 (H): 0.241


Stability summary - winner: version i; margin: 1.096 eV.


Version i
The following is a DFT calculation (ωB97M-V/def2-TZVPD) of a cluster of 2 separate species, C4H8O5 in total.

Summary:
LUMO (spin up / spin down) ... -2.0 / -2.1 eV
SMILES ... CC(C)C(=O)OO.O=O
HOMO-LUMO gap (spin up / spin down) ... 8.3856 / 8.3345 eV
Net charge ... 0
HOMO energy (spin up / spin down) ... -10.43 / -10.43 eV

Atoms and positions in Å:
C  -1.5490  0.2886  1.2603
C  -1.0313  0.9785  0.0221
C  -1.5184  0.2955  -1.2333
C  0.4929  0.9501  0.0258
O  1.2334  1.8863  -0.0366
O  0.8032  -0.3867  0.1298
O  2.2453  -0.6056  -0.0349
H  -1.2076  0.7971  2.1640
H  -2.6414  0.2342  1.3158
H  -1.1458  -0.7251  1.2498
H  -1.4019  1.9965  0.0176
H  -1.1408  0.7993  -2.1254
H  -1.1231  -0.7219  -1.2087
H  -2.6081  0.2472  -1.3252
O  4.6078  -2.4065  0.2260
O  3.7304  -2.0592  -0.5982
H  2.2544  -1.5684  0.1511

Partial charges, Mulliken, in e: atom 1 (C): -1.355, atom 2 (C): 0.685, atom 3 (C): -1.354, atom 4 (C): 0.341, atom 5 (O): -0.536, atom 6 (O): -0.156, atom 7 (O): -0.366, atom 8 (H): 0.323, atom 9 (H): 0.388, atom 10 (H): 0.310, atom 11 (H): 0.328, atom 12 (H): 0.339, atom 13 (H): 0.302, atom 14 (H): 0.381, atom 15 (O): 0.010, atom 16 (O): -0.045, atom 17 (H): 0.406


Version ii
The following is a DFT calculation (ωB97M-V/def2-TZVPD) of the molecule C4H8O5.

Summary:
LUMO ... 0.5 eV
SMILES ... O=C(O)CCC(O)(O)O
HOMO-LUMO gap ... 11.1430 eV
Net charge ... 0
HOMO energy ... -10.61 eV

Atoms and positions in Å:
C  1.6846  -0.2265  0.1268
C  -1.0914  0.2917  0.4029
C  -0.5788  -0.1153  -0.9932
C  0.7506  -0.8731  -0.8851
O  -0.2181  1.2914  0.8270
O  2.4383  0.7735  -0.3204
O  1.7384  -0.5607  1.2922
O  -2.3854  0.7869  0.2907
O  -1.1486  -0.7854  1.2831
H  2.1327  1.1138  -1.1716
H  -0.2099  1.3757  1.8313
H  -2.8222  0.6507  1.1409
H  -0.2608  -0.9954  1.6170
H  -0.4719  0.8120  -1.5577
H  -1.3418  -0.7309  -1.4692
H  0.5598  -1.8922  -0.5464
H  1.2246  -0.9162  -1.8681

Partial charges, Mulliken, in e: atom 1 (C): 0.761, atom 2 (C): 0.615, atom 3 (C): -0.538, atom 4 (C): -0.845, atom 5 (O): -0.489, atom 6 (O): -0.466, atom 7 (O): -0.618, atom 8 (O): -0.541, atom 9 (O): -0.590, atom 10 (H): 0.364, atom 11 (H): 0.356, atom 12 (H): 0.325, atom 13 (H): 0.415, atom 14 (H): 0.271, atom 15 (H): 0.334, atom 16 (H): 0.276, atom 17 (H): 0.369


Stability summary - winner: version ii; margin: 7.989 eV.